This record from the Open Molecules 2025 dataset describes a cluster of 2 separate species, BrFHOP in total in a non-equilibrium geometry. The level of theory is ωB97M-V with the def2-TZVPD basis set.

Properties
**LUMO energy (alpha / beta)**: -2.1 / -3.1 eV
**HOMO (alpha / beta)**: -0.358 / -0.327 hartree

The geometry in ORCA input format:
```
! wB97M-V def2-TZVPD RIJCOSX def2/J DEFGRID3
* xyz 0 1
O 0.021 0.626 -0.560
F -1.389 1.403 1.316
P -0.563 1.970 0.041
Br 2.473 2.515 1.720
H 0.633 0.087 -0.085
*
```